46
Properties=species:S:1:pos:R:3 method="wB97M-V/def2-TZVPD" de_lowest_ev=1.559 charge=-1 spin_multiplicity=3 lumo_energy_ev="2.33 / 1.95" s_squared=2.010
Pd 0.439 0.245 0.431
I 0.094 0.558 3.182
C -0.007 2.612 2.904
C -0.120 3.392 4.017
C -0.196 4.797 3.871
C -0.161 5.352 2.629
C -0.044 4.546 1.465
C -0.011 5.139 0.180
C 0.114 4.355 -0.929
C 0.213 2.949 -0.808
C 0.177 2.321 0.408
C 0.046 3.129 1.577
H -0.153 2.948 5.002
H -0.280 5.422 4.752
H -0.219 6.428 2.506
H -0.074 6.218 0.099
H 0.154 4.811 -1.911
H 0.360 2.357 -1.704
O 2.433 0.475 -1.261
Se 2.311 -1.092 -0.788
O 2.230 -1.004 0.901
O 0.715 -1.514 -1.112
O 3.414 -2.138 -1.347
C -4.148 0.321 0.302
As -2.276 -0.096 -0.002
C -2.276 -1.965 0.561
C -2.204 -0.359 -1.957
C -3.307 -1.176 -2.546
C -3.166 -2.560 -2.666
C -4.192 -3.341 -3.181
C -5.383 -2.754 -3.590
C -5.532 -1.377 -3.487
C -4.504 -0.599 -2.971
H -4.769 -0.460 -0.137
H -4.398 1.285 -0.139
H -4.309 0.370 1.378
H -3.067 -2.527 0.060
H -2.443 -1.993 1.639
H -1.304 -2.396 0.325
H -1.225 -0.821 -2.102
H -2.170 0.645 -2.381
H -2.230 -3.017 -2.367
H -4.056 -4.411 -3.269
H -6.182 -3.363 -3.994
H -6.451 -0.906 -3.814
H -4.627 0.476 -2.899

---

36
Properties=species:S:1:pos:R:3 method="wB97M-V/def2-TZVPD" de_lowest_ev=0.564 lumo_energy_ev=0.27 smiles="CC(C)CC(N)=O.O.O.O.O.O.O"
C -0.826 0.054 -2.141
C -0.426 0.492 -0.703
C -0.500 1.995 -0.491
C -1.243 -0.111 0.479
C -1.670 -1.585 0.364
N -1.210 -2.564 1.195
O -2.556 -1.810 -0.444
H -1.466 -0.845 -2.084
H -1.201 0.809 -2.825
H 0.090 -0.192 -2.659
H 0.659 0.270 -0.616
H -0.301 2.271 0.581
H -1.441 2.501 -0.774
H 0.214 2.644 -1.049
H -0.650 0.088 1.354
H -2.133 0.432 0.696
H -1.782 -3.380 1.290
H -0.616 -2.313 1.983
O -4.773 0.172 -1.133
H -4.651 -0.781 -1.038
H -4.090 0.403 -0.479
O 3.232 0.706 1.494
H 3.130 1.628 1.202
H 3.141 0.138 0.707
O 0.693 -2.246 -1.264
H 0.491 -2.665 -2.105
H 0.146 -2.711 -0.618
O 3.075 -1.303 -0.308
H 2.362 -1.610 -0.888
H 2.882 -1.663 0.564
O 2.955 3.191 0.319
H 2.837 2.654 -0.525
H 1.999 3.424 0.458
O 0.969 0.330 3.076
H 1.778 0.590 2.602
H 0.881 0.987 3.782

---

15
Properties=species:S:1:pos:R:3 method="wB97M-V/def2-TZVPD" de_lowest_ev=3.491 lumo_energy_ev=0.68 smiles="N[C@H](C(=O)O)N(N)O"
N 0.897 1.005 1.239
C 0.718 0.304 -0.009
C -0.394 0.949 -0.908
O -0.101 1.684 -1.821
O -1.617 0.979 -0.336
N 0.320 -1.097 0.229
N -0.367 -1.440 -1.101
O -0.732 -1.090 1.200
H 1.778 1.499 1.268
H 0.153 1.673 1.405
H 1.644 0.250 -0.587
H -1.698 0.273 0.341
H -0.623 -2.425 -1.092
H 0.293 -1.306 -1.860
H -0.270 -1.259 2.032

---

73
Properties=species:S:1:pos:R:3 method="wB97M-V/def2-TZVPD" lumo_energy_ev="-1.19 / -1.20"
Mo 0.291 -0.430 0.086
C 0.161 1.767 4.100
C 0.161 1.467 2.634
S -0.740 0.064 2.156
C 0.701 2.271 1.688
C 1.284 3.620 1.945
S 0.572 1.852 0.009
H -0.182 0.895 4.649
H -0.508 2.598 4.316
H 1.163 2.020 4.440
H 1.441 3.799 3.004
H 0.588 4.362 1.553
H 2.223 3.731 1.408
C 2.523 -2.233 -1.654
C 1.642 -3.052 -0.771
C 1.945 -4.380 -0.441
C 1.032 -5.146 0.242
C -0.263 -4.629 0.467
C -1.348 -5.392 0.939
C -2.609 -4.848 0.974
C -2.837 -3.535 0.570
C -1.785 -2.731 0.170
S -2.008 -1.131 -0.484
C -0.479 -3.269 0.128
N 0.517 -2.476 -0.354
H 2.497 -2.633 -2.669
H 3.560 -2.249 -1.322
H 2.167 -1.190 -1.696
H 2.909 -4.777 -0.720
H 1.253 -6.159 0.543
H -1.183 -6.419 1.232
H -3.449 -5.453 1.282
H -3.837 -3.133 0.557
O -2.015 3.364 -0.173
S -2.652 2.041 -0.153
C -4.427 2.393 0.029
C -4.887 3.665 -0.252
C -6.215 3.978 -0.026
C -7.069 3.021 0.501
C -6.593 1.755 0.806
C -5.263 1.438 0.579
C -2.671 1.507 -1.898
C -1.571 1.873 -2.656
C -1.437 1.396 -3.950
C -2.391 0.540 -4.474
C -3.497 0.192 -3.715
C -3.635 0.662 -2.418
H -4.184 4.393 -0.629
H -6.581 4.969 -0.253
H -8.104 3.268 0.694
H -7.255 1.016 1.233
H -4.866 0.465 0.831
H -0.849 2.556 -2.232
H -0.583 1.690 -4.540
H -2.275 0.145 -5.475
H -4.249 -0.460 -4.133
H -4.486 0.378 -1.818
O 4.639 0.497 -2.689
S 4.533 1.143 -1.412
O 4.544 2.573 -1.372
N 3.193 0.541 -0.602
C 3.563 -0.081 0.470
S 2.413 -0.815 1.472
C 5.003 -0.185 0.731
C 5.652 -0.853 1.760
C 7.039 -0.865 1.757
C 7.763 -0.226 0.760
C 7.111 0.446 -0.269
C 5.737 0.449 -0.262
H 5.089 -1.357 2.531
H 7.572 -1.386 2.538
H 8.842 -0.253 0.776
H 7.658 0.946 -1.052